Record 1
The following is a quantum chemistry calculation of a cluster of 5 separate species, H11O5 in total in a non-equilibrium geometry, from the OMol25 dataset.

Its LUMO energy is -3.31 eV. The highest occupied orbital energy comes out at -14.92 eV. For the gap between HOMO and LUMO, the calculation gives 11.60 eV. The value obtained for the energy above the lowest of the compared OMol25 structures with the same formula, charge and spin is 112.4 kJ/mol.

```
! wB97M-V def2-TZVPD RIJCOSX def2/J DEFGRID3
* xyz 1 1
O -0.89040 0.73210 1.58568
O 0.05553 -0.54102 -0.61109
O 0.80512 1.52759 3.84209
O 1.59978 0.14082 -2.45114
O -1.69957 -1.67520 -2.20735
H 0.67879 -0.21949 -1.37446
H 1.36111 0.71975 3.90008
H 2.27434 0.82505 -2.47961
H -0.41267 1.02955 2.39273
H -1.46190 -2.39180 -2.81188
H 1.82357 -0.48638 -3.15095
H -1.36447 -0.07279 1.77866
H -0.61745 0.09255 -0.26940
H 1.57411 2.05919 3.60047
H -2.62203 -1.62966 -2.44504
H -0.43606 -1.36940 -0.80630
*
```

Record 2
The following is a quantum chemistry calculation of a cluster of 7 separate species, C34H63Br2ClN2O12S7 in total, from the OMol25 dataset.

Its LUMO energy is -0.78 eV. The highest occupied orbital energy comes out at -8.44 eV. For the gap between HOMO and LUMO, the calculation gives 7.66 eV.

```
! wB97M-V def2-TZVPD RIJCOSX def2/J DEFGRID3
* xyz 0 1
Br -5.23551 6.19950 -1.35123
Br -5.32148 8.21089 1.35182
Cl -2.53148 6.26330 0.52396
S 8.39407 -6.03249 -9.92389
S 4.11969 -3.46630 1.91171
S 8.31051 -6.87563 -4.65168
S -6.51767 2.55490 0.72333
S -6.49889 12.05589 3.53206
S -8.60219 -2.07065 3.41010
S 8.33708 -6.68082 0.26595
O 8.03100 -6.69748 -8.64027
O 7.01451 -6.02622 0.49075
O -2.96182 -0.95528 4.43568
O -1.33065 -1.92375 3.25788
O -8.43013 -3.53854 3.24010
O 4.66422 -2.58096 0.84608
O -1.41956 -3.18482 1.37375
O 9.36291 -7.49375 -3.79227
O -6.90448 10.66522 3.21272
O 3.18204 1.51993 1.05404
O -7.10848 3.46105 1.68598
O -6.75741 1.15915 0.94072
N -1.43115 1.38703 0.96755
N -4.12965 0.64408 0.86354
C -7.92565 13.10297 3.21683
C 5.46565 -3.80155 3.05140
C -10.33766 -1.78845 3.78245
C 7.69332 -8.16532 -5.73086
C 2.65543 1.98358 2.28192
C 6.91799 -5.19564 -10.50727
C -5.46069 5.36101 0.40828
C -3.17408 -0.22220 0.97028
C -1.19947 -2.13112 1.90038
C 8.08698 -7.95420 -0.96369
C -0.58786 4.03783 0.79655
C -4.76495 2.96981 0.68272
C -2.62315 -1.92253 3.81750
C 4.04744 -5.12509 1.23983
C -4.89790 5.87162 2.88600
C 3.33466 0.11512 1.04759
C -3.02590 4.61284 0.60000
C -2.03851 3.67921 0.72773
C 8.40714 -7.31192 -11.18134
C -3.45935 -3.15346 3.66209
C -4.40903 4.29275 0.56383
C -0.18475 4.56508 2.20194
C -8.64185 -1.35476 1.76729
C 2.11125 3.40051 2.10073
C -3.77363 1.95353 0.79193
C -0.72503 -0.90411 1.18005
C -2.41293 2.31893 0.82410
C -5.52551 12.64284 2.13973
C -5.64021 6.31714 1.63357
C -1.80247 0.14622 1.04107
C -7.15038 2.95370 -0.89954
C 0.82581 3.65242 2.90051
C 9.27732 -5.58284 -0.79414
C 9.15386 -5.94428 -5.92366
H -10.95401 -2.28616 3.03383
H 3.44782 1.96252 3.04008
H 2.88173 4.09715 2.43044
H -7.65050 -1.46300 1.33447
H -8.68315 12.85782 3.95787
H -0.28974 -1.16850 0.21889
H -3.47755 -3.69369 4.60684
H 0.00559 3.17302 0.52494
H 5.71141 -2.87073 3.55893
H -10.53381 -0.71642 3.79354
H -3.11003 -3.82639 2.88692
H 8.42662 -5.58349 -6.64418
H -6.43812 4.92715 0.29194
H -10.53772 -2.20874 4.76561
H 5.14259 -4.54468 3.78023
H -3.46035 -1.26927 1.00336
H -7.63793 14.14953 3.31759
H 8.53221 -8.64804 -6.23020
H 0.06615 -0.44363 1.77458
H 8.67959 -5.33065 -1.66906
H -9.37559 -1.88431 1.15851
H 0.20875 5.57591 2.09640
H 1.10460 4.13784 3.83815
H -1.08008 4.62800 2.82250
H -6.33601 3.19881 -1.57743
H 7.16033 -8.88462 -5.11166
H 6.32480 -4.16479 2.48654
H 9.65283 -5.10585 -5.43929
H 2.35165 -0.36216 0.96479
H 6.08385 -5.89684 -10.51669
H 1.97003 3.54647 1.03164
H 0.32447 2.71553 3.14832
H 7.09958 -4.79831 -11.50559
H 3.76309 -5.81986 2.03081
H -7.76640 3.84280 -0.78804
H 3.95120 -0.19299 0.21151
H 3.81749 -0.24392 1.95980
H -0.38844 4.81376 0.05734
H -4.96126 4.79333 3.01954
H 7.58648 -7.52382 -1.82766
H -4.47437 -2.83725 3.42823
H -6.70049 6.28943 1.86316
H 7.46896 -8.73362 -0.52070
H -3.86758 6.21914 2.90577
H 1.86372 1.30104 2.61620
H -5.38769 6.33280 3.74342
H 9.50249 -4.68469 -0.22243
H 9.04966 -8.36607 -1.25981
H 7.46968 -7.86616 -11.14339
H -5.30679 13.70280 2.26963
H 8.54563 -6.85360 -12.16024
H 7.01922 -7.72669 -6.46510
H 6.70771 -4.37847 -9.82084
H 3.29146 -5.13588 0.45677
H -7.73330 2.10011 -1.22496
H -4.59715 12.07573 2.12615
H -6.07738 12.47278 1.21527
H -8.30754 12.90233 2.21595
H 9.88623 -6.58250 -6.41462
H 10.19972 -6.07754 -1.09574
H 5.02762 -5.38414 0.83842
H 9.24044 -7.97722 -10.96695
H -8.88380 -0.29504 1.83555
*
```

Record 3
The following is a quantum chemistry calculation of a structure of composition C24H33ClN3PtSi2, from the OMol25 dataset.

Its LUMO energy (spin up / spin down) is 2.66 / 2.49 eV. The highest occupied orbital energy (spin up / spin down) comes out at -3.26 / -3.32 eV. For the gap between HOMO and LUMO (spin up / spin down), the calculation gives 5.92 / 5.81 eV. The value obtained for the energy above the lowest of the compared OMol25 structures with the same formula, charge and spin is 14.3 kJ/mol.

```
! wB97M-V def2-TZVPD RIJCOSX def2/J DEFGRID3
* xyz -1 3
Pt -0.26472 -0.43241 -0.46163
Cl -2.84431 -3.65317 -1.37901
Si -1.03064 -0.47868 2.74260
Si 2.66697 -0.78874 -2.03389
N 1.97361 -0.65595 -0.47878
N -0.04830 2.05080 -1.09690
N 0.25823 -0.45199 1.60297
C -0.95721 0.99656 3.94557
C -2.64569 -0.38247 1.77394
C 2.11053 -0.65603 3.18807
C 0.82404 2.48813 -0.18325
C -1.10109 -2.01270 3.86492
C 3.46827 -0.75814 3.43767
C 0.94318 3.82352 0.16675
C 0.11609 4.75435 -0.44277
C -3.62275 -2.09204 -1.41240
C -2.88490 -0.96098 -1.79599
C 4.35334 -0.82886 2.36939
C -5.62400 -0.82577 -1.01239
C -4.94378 0.31625 -1.41790
C 2.21744 0.70548 -3.11794
C 1.97622 -2.34502 -2.86339
C -4.94765 -2.03490 -1.01653
C 3.87318 -0.79598 1.07049
C 1.59157 -0.60897 1.88380
C -3.62087 0.24010 -1.80024
C -1.46399 -0.99074 -2.15098
C -0.78337 4.30792 -1.39791
C 4.56441 -0.90213 -2.22501
C 2.49912 -0.68967 0.77957
C -0.81985 2.95430 -1.69380
H 1.42081 -0.59718 4.02200
H 1.13368 0.82084 -3.17414
H -1.84830 1.03247 4.57828
H -0.19774 -2.10159 4.47129
H -3.51348 -0.14537 2.39762
H 2.63465 1.63213 -2.71513
H 0.89930 -2.38854 -2.68960
H -2.57389 0.38671 1.00065
H -1.22349 -0.21207 -2.88249
H 5.06783 -0.02681 -1.80615
H 1.44451 1.72864 0.27775
H -6.65728 -0.77598 -0.69448
H -2.84436 -1.33265 1.27419
H 4.82357 -0.95276 -3.28613
H -3.10577 1.14210 -2.10508
H -1.95596 -1.95242 4.54352
H 3.83515 -0.78524 4.45770
H -1.16460 -1.96292 -2.53450
H -0.08456 0.92303 4.59894
H -5.45111 -2.94011 -0.70273
H 4.57133 -0.85932 0.24849
H -1.19722 -2.92736 3.27553
H -5.45384 1.27271 -1.42969
H 2.60239 0.57392 -4.13355
H 0.17407 5.80474 -0.18680
H -0.88613 1.94121 3.40058
H 2.42209 -3.24806 -2.44017
H 5.42038 -0.90680 2.54620
H 1.67628 4.12304 0.90358
H -1.44013 4.99583 -1.91394
H 4.97579 -1.79247 -1.74297
H 2.15420 -2.34624 -3.94328
H -1.49123 2.58443 -2.46054
*
```